# 1
61
Properties=species:S:1:pos:R:3:forces:R:3:lowdin_charge:R:1 method="wB97M-V/def2-TZVPD" charge=0 homo_ev=-7.6251 homo_lumo_gap_ev=8.1 spin_multiplicity=1
C -0.3328 1.7479 3.4126 0.36 -0.65 0.00 -0.06
O 0.4712 0.6223 3.8003 -0.38 1.60 0.77 -0.20
C 1.0270 -0.1987 2.8426 -2.25 -2.21 -2.64 -0.19
C 1.1630 0.3099 1.4340 0.68 0.87 -0.52 -0.19
C 2.3780 0.8171 0.9462 -0.56 -0.27 -0.05 -0.01
C 2.4877 1.1829 -0.3965 0.34 -0.06 0.10 -0.08
C 1.3948 1.0947 -1.2514 -0.38 -0.05 -0.23 -0.09
C 0.1604 0.6433 -0.7634 0.44 -0.13 0.22 -0.06
C 0.0627 0.2184 0.5611 0.32 0.41 -0.13 -0.04
H -0.3580 2.3846 4.3017 -0.14 -0.05 -0.19 0.07
H 0.1216 2.3077 2.5757 -0.24 -0.23 0.32 0.10
H -1.3525 1.4111 3.1576 0.28 0.21 -0.03 0.10
H 1.9595 -0.6186 3.2239 -0.02 0.18 0.04 0.15
H 3.2254 0.8710 1.6343 -0.24 0.07 -0.35 0.10
H 3.4569 1.5111 -0.7749 -0.28 -0.01 0.03 0.10
H 1.4912 1.3419 -2.3183 0.00 -0.01 0.60 0.10
H -0.7063 0.5818 -1.4145 0.14 -0.01 0.03 0.10
H -0.8860 -0.1781 0.9362 0.17 0.18 -0.15 0.12
C 1.6242 -0.2137 8.7370 -0.55 0.00 0.22 -0.11
C 2.2224 0.2101 7.4509 1.42 -0.05 -0.92 -0.59
C 3.3992 -0.2558 6.8788 -0.97 0.52 0.20 -0.13
C 3.7784 0.4630 5.7122 -1.05 0.79 -0.52 -0.10
C 2.8780 1.4806 5.3557 0.85 -1.45 2.05 -0.45
B -0.0069 -1.5418 2.5247 1.90 1.03 2.66 -0.50
C 3.1203 2.5758 4.4466 0.27 0.76 -1.22 -0.24
C 2.3386 3.7496 4.4768 0.21 0.03 -0.30 -0.06
C 2.5804 4.7983 3.5817 0.38 -0.65 -0.01 -0.08
C 3.6312 4.6959 2.6601 -0.32 0.39 -0.06 -0.10
C 4.4289 3.5572 2.6276 0.09 -0.49 0.27 -0.09
C 4.1853 2.4979 3.5099 -0.61 0.70 0.23 -0.05
O 0.7488 -2.6909 2.6235 -0.76 0.12 0.31 0.13
C -0.0863 -3.6485 3.3120 -0.25 -0.38 -0.67 -0.45
C -0.4746 -4.6632 2.2305 -0.30 -0.07 -0.08 -0.01
C 0.7185 -4.3812 4.3673 0.03 0.08 0.33 -0.01
C -1.2744 -2.7522 3.8650 0.11 -0.41 0.02 -0.45
C -2.5948 -3.4846 3.9221 -0.22 -0.28 -0.16 -0.01
C -0.9799 -2.1210 5.2316 0.11 0.23 0.12 -0.01
O -1.3507 -1.6621 2.8963 1.08 -0.30 -0.21 0.13
S 1.5680 1.5042 6.5241 0.67 -0.07 -0.25 1.10
H 2.2544 -0.9581 9.2240 -0.04 0.01 -0.06 0.08
H 1.5179 0.6456 9.4139 -0.03 -0.26 -0.10 0.08
H 0.6295 -0.6462 8.5710 0.12 0.04 0.21 0.08
H 3.9719 -1.0600 7.3231 0.00 0.04 -0.07 0.10
H 4.6791 0.2603 5.1361 -0.16 0.06 0.27 0.10
H 1.5442 3.8542 5.2215 0.24 -0.08 -0.29 0.09
H 1.9485 5.6810 3.5961 0.12 -0.08 0.05 0.10
H 3.8197 5.5197 1.9606 -0.07 -0.39 0.31 0.10
H 5.2524 3.4756 1.9083 -0.35 0.08 0.31 0.11
H 4.8231 1.6198 3.4990 -0.11 0.10 -0.10 0.10
H -0.7874 -5.6174 2.6620 -0.14 0.08 -0.05 0.09
H -1.2745 -4.2849 1.5817 0.25 -0.06 0.07 0.09
H 0.4152 -4.8496 1.6136 -0.25 0.07 0.20 0.10
H 0.1088 -5.1958 4.7723 0.07 0.09 0.03 0.09
H 1.6086 -4.8289 3.9117 -0.15 0.13 0.05 0.10
H 1.0217 -3.7412 5.2016 0.07 -0.05 -0.24 0.08
H -2.5017 -4.3552 4.5848 -0.03 0.12 -0.13 0.10
H -3.3771 -2.8393 4.3342 0.13 -0.04 -0.13 0.09
H -2.9009 -3.8348 2.9271 0.03 0.14 0.33 0.09
H -0.9574 -2.8751 6.0249 0.00 0.01 -0.14 0.09
H -0.0326 -1.5581 5.2570 -0.27 -0.21 -0.13 0.09
H -1.7826 -1.4097 5.4772 0.21 -0.19 -0.18 0.10

=====

# 2
69
Properties=species:S:1:pos:R:3:forces:R:3:mulliken_spin:R:1 method="wB97M-V/def2-TZVPD" charge=-1 homo_ev="-4.2833 / -4.2851" homo_lumo_gap_ev="6.8 / 6.8" s_squared=0.753 spin_multiplicity=2
Ti -0.1186 0.0074 0.1376 -1.20 -0.27 -0.05 1.00
C 2.4603 0.7703 -1.9158 0.00 -0.03 0.01 0.04
C 2.9168 0.4444 -0.5255 0.29 -0.04 -0.21 -0.03
C 4.3067 0.2807 -0.2774 -0.21 0.09 -0.18 0.00
C 4.7300 -0.0478 0.9659 0.09 -0.07 0.18 0.00
C 3.8001 -0.1542 2.0257 0.14 -0.06 0.07 0.00
C 4.2025 -0.4398 3.3537 0.01 0.03 -0.18 0.00
C 3.2591 -0.4682 4.3375 -0.23 0.02 0.06 0.00
C 1.9082 -0.1834 4.0497 0.11 -0.06 0.18 0.01
C 1.4693 0.1015 2.7751 0.13 0.17 -0.22 0.03
S -0.1811 0.5671 2.4484 0.32 -0.24 0.11 -0.04
C 2.4440 0.0640 1.7242 -0.14 0.12 -0.12 -0.04
N 2.0282 0.2920 0.4265 0.50 0.14 0.40 0.00
H 3.3088 1.0835 -2.5244 -0.02 -0.02 -0.01 0.00
H 1.7150 1.5640 -1.8971 0.00 0.01 0.02 -0.01
H 2.0038 -0.1143 -2.3649 0.01 -0.02 0.02 -0.01
H 5.0010 0.4024 -1.0980 -0.01 -0.01 0.00 0.00
H 5.7830 -0.2144 1.1685 -0.02 0.02 0.02 0.00
H 5.2497 -0.6234 3.5632 -0.01 0.00 -0.02 0.00
H 3.5476 -0.6948 5.3575 -0.03 0.02 0.00 0.00
H 1.1770 -0.1733 4.8488 0.04 0.00 0.01 0.00
C -0.1623 -0.2973 -4.1770 0.08 -0.02 0.00 0.00
P -1.0375 -0.4732 -2.5692 0.07 -0.05 0.08 0.01
C -2.4462 0.6473 -2.8858 -0.02 0.13 -0.02 0.00
C -1.8725 -2.0803 -2.8329 -0.01 -0.05 -0.01 0.00
H -0.8504 -0.4364 -5.0151 0.02 0.00 0.00 0.00
H 0.6397 -1.0342 -4.2383 -0.02 0.00 0.02 0.00
H 0.2788 0.6992 -4.2490 0.00 -0.02 -0.01 0.00
H -2.9127 0.4139 -3.8467 -0.02 0.01 0.01 0.00
H -2.1010 1.6817 -2.8958 0.00 -0.02 0.01 0.00
H -3.1694 0.5430 -2.0791 0.01 0.00 0.01 0.00
H -2.4965 -2.0454 -3.7300 0.00 -0.01 0.01 0.00
H -2.4976 -2.2834 -1.9627 0.01 -0.01 0.00 0.00
H -1.1370 -2.8770 -2.9429 0.02 0.01 0.02 0.00
C 2.6206 3.7539 2.4394 0.07 0.03 0.05 0.00
C 1.4774 4.2603 1.5898 -0.05 -0.16 0.07 0.00
O 1.0633 3.1683 0.7613 0.05 0.08 0.13 0.01
P -0.3616 3.1028 0.0589 0.10 0.19 -0.63 0.01
O -0.3351 1.7394 -0.6775 -0.02 1.31 0.35 -0.01
Te -2.2422 3.7631 1.2794 0.09 -0.11 0.01 0.00
O -0.0756 4.1985 -1.0945 -0.08 0.05 -0.22 0.00
C -1.0357 4.4059 -2.1388 0.11 -0.05 0.07 0.00
C -0.4364 3.9508 -3.4515 -0.01 0.01 -0.08 0.00
H 3.0817 4.5797 2.9866 -0.03 -0.02 0.01 0.00
H 3.3820 3.2861 1.8112 0.00 0.03 0.00 0.00
H 2.2673 3.0089 3.1539 -0.01 0.00 -0.04 0.00
H 1.7769 5.0930 0.9494 0.03 -0.02 -0.05 0.00
H 0.6349 4.5846 2.2039 -0.03 0.00 0.01 0.00
H -1.2746 5.4699 -2.1556 0.02 0.03 0.02 0.00
H -1.9624 3.8732 -1.9142 -0.01 -0.03 0.03 0.00
H 0.4844 4.4966 -3.6634 -0.01 0.01 0.01 0.00
H -1.1390 4.1193 -4.2719 0.01 -0.01 0.02 0.00
H -0.1998 2.8868 -3.4108 -0.01 0.01 0.02 0.00
O -0.3537 -2.7385 2.2791 -0.06 0.28 0.16 0.00
C 0.0003 -2.9531 1.1533 0.18 -0.21 -0.48 0.00
N 0.3802 -2.0191 0.1533 0.05 -1.46 -0.03 0.02
C 0.8098 -2.7356 -0.9455 0.17 -0.42 0.39 -0.01
O 1.2609 -2.3126 -1.9959 0.09 0.34 -0.10 0.00
C 0.6703 -4.2180 -0.6736 0.04 0.47 -0.39 0.00
C 0.9371 -5.3076 -1.4744 0.00 -0.21 0.01 0.00
C 0.6650 -6.5662 -0.9381 0.02 0.12 -0.03 0.00
C 0.1448 -6.6988 0.3501 -0.01 0.06 0.05 0.00
C -0.1167 -5.5794 1.1386 0.02 -0.14 -0.05 0.00
C 0.1610 -4.3477 0.5851 -0.17 0.28 0.44 0.00
H 1.3368 -5.1828 -2.4731 -0.01 -0.01 0.02 0.00
H 0.8553 -7.4544 -1.5283 0.00 0.00 0.01 0.00
H -0.0584 -7.6884 0.7411 0.00 0.00 -0.02 0.00
H -0.5279 -5.6612 2.1369 0.02 0.00 -0.01 0.00
Cl -2.4127 -0.4885 0.3094 -0.50 -0.24 0.04 0.01

=====

# 3
61
Properties=species:S:1:pos:R:3:forces:R:3:lowdin_charge:R:1 method="wB97M-V/def2-TZVPD" charge=0 homo_ev=-8.4537 homo_lumo_gap_ev=9.1 spin_multiplicity=1
C 4.4318 1.3962 -1.2213 -0.02 0.05 -0.29 -0.03
N 4.2689 1.2203 0.1995 0.21 0.00 -0.01 -0.09
C 3.2322 1.6931 0.9325 0.10 0.03 -0.04 -0.43
O 3.0592 1.3636 2.0940 -0.23 -0.08 0.25 0.06
C 2.3106 2.6602 0.2617 -0.17 0.40 0.02 -0.15
C 0.9532 2.3617 0.2547 -0.16 -0.13 0.03 0.05
C 0.0417 3.2571 -0.2939 0.29 0.17 -0.09 -0.24
C 0.5155 4.4619 -0.8222 -0.16 -0.13 0.04 0.00
C 1.8608 4.7620 -0.7906 -0.04 0.00 -0.01 -0.07
C 2.7696 3.8655 -0.2515 0.03 -0.21 0.11 -0.05
H 3.8211 4.1064 -0.2145 0.12 0.01 -0.02 0.12
H 2.2071 5.7042 -1.1883 0.01 0.09 -0.03 0.11
H -0.2013 5.1507 -1.2403 -0.09 0.08 -0.05 0.12
O -1.2999 3.0802 -0.3598 0.00 0.17 -0.05 -0.01
C -1.8977 1.9154 0.1896 -0.35 -0.36 -0.06 -0.33
C -1.7846 0.7114 -0.7475 0.17 0.08 0.27 -0.10
C -2.5610 -0.4636 -0.1579 0.07 0.11 -0.22 -0.18
N -3.9572 -0.1011 -0.0272 -0.03 0.17 -0.02 -0.14
C -4.1043 0.9852 0.9193 0.00 0.22 -0.11 -0.18
C -3.3779 2.2243 0.4015 0.30 -0.05 0.20 -0.11
H -3.8076 2.5259 -0.5538 -0.04 0.03 -0.03 0.13
H -3.4877 3.0484 1.1071 0.02 0.05 0.01 0.12
H -5.1666 1.2133 1.0304 0.04 -0.04 0.05 0.12
H -3.7061 0.7223 1.9174 -0.07 -0.01 0.01 0.13
C -4.8915 -1.1971 0.1688 -0.15 -0.07 0.01 -0.30
C -5.0596 -2.0332 -1.1194 -0.12 -0.09 0.11 -0.14
H -5.9888 -1.7876 -1.6303 0.02 0.08 -0.09 0.11
H -4.2432 -1.8153 -1.8059 0.03 0.04 -0.05 0.10
C -5.0190 -3.4975 -0.6808 0.10 0.00 -0.08 -0.19
H -4.6555 -4.1562 -1.4684 -0.08 -0.07 -0.03 0.11
H -6.0177 -3.8286 -0.3913 -0.05 -0.07 0.00 0.11
C -4.1104 -3.4889 0.5452 -0.14 -0.07 0.08 -0.20
H -3.0660 -3.4235 0.2368 0.08 -0.02 -0.01 0.10
H -4.2294 -4.3809 1.1594 0.10 -0.05 0.01 0.11
C -4.5311 -2.2182 1.2788 0.05 0.05 -0.04 -0.14
H -5.4142 -2.4208 1.8859 -0.01 -0.01 0.06 0.11
H -3.7535 -1.8395 1.9401 -0.01 0.05 0.12 0.10
H -5.8461 -0.7228 0.4148 0.08 -0.03 -0.01 0.14
H -2.4717 -1.3244 -0.8204 0.04 -0.03 0.06 0.12
H -2.1076 -0.7315 0.8146 -0.04 -0.10 -0.03 0.13
H -2.2136 0.9841 -1.7127 0.01 0.00 -0.04 0.13
H -0.7406 0.4322 -0.9000 0.02 0.00 -0.02 0.11
H -1.4369 1.6831 1.1608 -0.02 0.04 -0.08 0.15
H 0.6403 1.4266 0.6910 -0.08 -0.07 0.05 0.12
C 5.2260 0.3260 0.8311 -0.07 0.01 0.31 -0.11
C 4.9680 -1.1098 0.4553 0.14 0.06 -0.04 -0.22
C 3.7955 -1.7236 0.8844 0.10 -0.03 -0.05 -0.01
C 3.5097 -3.0273 0.5266 0.04 -0.17 -0.10 0.00
C 4.4146 -3.7114 -0.2659 0.10 0.12 -0.02 -0.28
C 5.5880 -3.1286 -0.7054 -0.16 -0.27 -0.02 -0.01
C 5.8557 -1.8200 -0.3416 -0.14 0.05 0.16 -0.04
H 6.7697 -1.3523 -0.6780 0.09 0.07 -0.04 0.11
H 6.2709 -3.6931 -1.3204 0.04 -0.08 -0.06 0.12
F 4.1435 -4.9857 -0.6212 0.01 0.09 0.03 0.05
H 2.6064 -3.5172 0.8539 -0.09 -0.07 0.03 0.12
H 3.1113 -1.1692 1.5083 -0.10 0.08 0.09 0.11
H 5.1078 0.4542 1.9106 0.14 0.01 -0.18 0.13
H 6.2350 0.6278 0.5345 -0.04 -0.02 0.03 0.13
H 3.5588 1.8834 -1.6476 0.10 -0.07 -0.04 0.09
H 5.3175 2.0023 -1.4342 -0.01 0.00 -0.06 0.10
H 4.5580 0.4198 -1.6963 -0.01 0.03 -0.02 0.09

=====

ΔE to the lowest compared entry with this formula, charge and spin: 0.082, 0.509, 0.000 (eV)